# C3H7O4P

C3H7O4P in the gas phase in a non-equilibrium geometry (ωB97M-V with the def2-TZVPD basis set, the Open Molecules 2025 dataset).

Properties
E_tot = -760.73421 a.u.
Kohn-Sham gap = 8.95 eV
Highest occupied orbital energy = -0.30342 Ha
Energy above the lowest of the compared OMol25 structures with the same formula, charge and spin = 65.6 kcal per mole

Structure (XYZ):
```
15
C3H7O4P | the Open Molecules 2025 dataset | ωB97M-V with the def2-TZVPD basis set
C 0.510 1.520 -0.155
C 0.202 -1.373 -0.501
C -0.188 -0.104 0.242
O -2.812 0.066 0.647
O -0.676 2.118 -0.745
O -1.079 -1.939 -0.614
O -0.112 -0.275 1.587
P -1.946 0.025 -0.511
H 0.856 2.116 0.790
H 1.388 1.407 -0.802
H 0.699 -1.380 -1.586
H 0.872 -1.880 0.185
H -0.652 2.983 -0.326
H -1.319 -2.522 0.135
H -1.038 0.068 1.885
```

***

# C28H44FN7SiYb

A molecular structure, C28H44FN7SiYb (ωB97M-V with the def2-TZVPD basis set, the Open Molecules 2025 dataset).

Properties
E_tot = -3024.61936 a.u.
Spin multiplicity = 2
Kohn-Sham gap (alpha / beta) = 8.24 / 7.69 eV
Highest occupied orbital energy (alpha / beta) = -0.36332 / -0.36329 Ha
Energy above the lowest of the compared OMol25 structures with the same formula, charge and spin = 5.5 kcal per mole
Expectation value of S² = 0.751
Charge = +1

Structure (XYZ):
```
82
C28H44FN7SiYb | the Open Molecules 2025 dataset | ωB97M-V with the def2-TZVPD basis set
Yb -0.771 0.094 0.030
C 2.162 -1.789 0.358
Si 2.228 -0.683 1.913
C 2.160 -1.804 3.435
C 3.919 0.171 1.920
N 0.871 0.369 1.733
C 0.497 1.245 2.719
C 1.189 1.520 3.919
C 0.721 2.418 4.858
C -0.470 3.111 4.667
C -1.184 2.889 3.500
C -0.680 1.991 2.597
F -1.429 1.781 1.399
H 2.561 -2.781 0.585
H 2.767 -1.379 -0.452
H 1.146 -1.938 -0.035
H 2.978 -2.528 3.404
H 1.219 -2.354 3.504
H 2.266 -1.228 4.355
H 4.710 -0.550 1.702
H 4.138 0.612 2.895
H 3.988 0.974 1.183
H 2.125 1.006 4.096
H 1.296 2.589 5.759
H -0.830 3.816 5.401
H -2.110 3.412 3.294
C -2.647 3.040 -0.881
N -2.050 1.875 -1.549
C -1.178 2.360 -2.628
C -3.133 1.063 -2.149
C -2.742 -0.362 -2.486
C -3.179 -0.884 -3.698
C -2.995 -2.227 -3.992
C -2.389 -3.046 -3.051
C -1.932 -2.501 -1.858
C -2.057 -1.142 -1.528
H -3.242 3.635 -1.583
H -1.861 3.675 -0.471
H -3.297 2.717 -0.069
H -1.738 2.998 -3.322
H -0.769 1.514 -3.180
H -0.357 2.941 -2.212
H -3.517 1.567 -3.044
H -3.952 1.021 -1.427
H -3.679 -0.243 -4.418
H -3.332 -2.629 -4.939
H -2.272 -4.104 -3.251
H -1.447 -3.178 -1.155
C 4.400 0.888 -2.551
N 3.099 1.522 -2.364
C 3.144 2.730 -1.560
C 1.974 0.727 -2.295
N 1.121 0.810 -1.304
N 1.799 -0.127 -3.329
C 2.300 0.143 -4.667
C 0.913 -1.271 -3.236
H 4.879 0.705 -1.582
H 5.050 1.532 -3.143
H 4.291 -0.066 -3.058
H 3.903 3.390 -1.979
H 3.403 2.540 -0.512
H 2.186 3.246 -1.608
H 1.554 1.344 -0.554
H 2.758 1.126 -4.717
H 1.465 0.112 -5.371
H 3.029 -0.609 -4.977
H 0.819 -1.582 -2.202
H 1.342 -2.093 -3.809
H -0.085 -1.060 -3.627
N -3.560 -3.811 4.655
C -2.996 -2.980 3.754
C -1.858 -3.354 3.020
C -1.313 -2.471 2.124
N -1.803 -1.244 1.885
C -2.886 -0.887 2.589
C -3.501 -1.692 3.514
H -3.231 -4.753 4.759
H -4.413 -3.559 5.121
H -1.413 -4.330 3.159
H -0.425 -2.751 1.568
H -3.278 0.106 2.400
H -4.369 -1.336 4.054
```

***

# C22H21BClCrN6

A molecular structure, C22H21BClCrN6 (ωB97M-V with the def2-TZVPD basis set, the Open Molecules 2025 dataset).

Properties
E_tot = -2709.00795 a.u.
Spin multiplicity = 2
Kohn-Sham gap (alpha / beta) = 7.68 / 7.92 eV
Highest occupied orbital energy (alpha / beta) = -0.29335 / -0.28728 Ha
Expectation value of S² = 0.759

Structure (XYZ):
```
52
C22H21BClCrN6 | the Open Molecules 2025 dataset | ωB97M-V with the def2-TZVPD basis set
Cr 0.205 -0.688 -0.736
C -2.504 1.196 -3.322
C -2.037 0.061 -2.665
N -0.918 0.344 -2.002
N -0.648 1.642 -2.218
C -1.587 2.178 -3.011
B 0.592 2.347 -1.660
N 1.834 1.553 -2.083
C 2.899 1.951 -2.796
C 3.806 0.911 -2.834
C 3.199 -0.100 -2.089
N 2.013 0.303 -1.654
N 0.533 2.277 -0.129
C 0.856 3.224 0.764
C 0.804 2.664 2.022
C 0.440 1.339 1.797
N 0.280 1.123 0.497
H -3.380 1.286 -3.929
H -2.464 -0.920 -2.637
H -1.551 3.212 -3.289
H 0.656 3.466 -2.041
H 2.944 2.927 -3.237
H 4.762 0.886 -3.317
H 3.572 -1.079 -1.848
H 1.122 4.217 0.464
H 1.001 3.140 2.960
H 0.301 0.553 2.516
C -3.622 -3.025 1.235
C -2.862 -2.125 1.957
C -1.790 -1.486 1.357
C -1.413 -1.697 0.030
C -2.215 -2.608 -0.665
C -3.294 -3.256 -0.089
H -4.447 -3.551 1.698
H -3.106 -1.920 2.990
H -1.229 -0.792 1.968
H -1.990 -2.855 -1.694
H -3.892 -3.938 -0.679
Cl 1.626 -1.781 0.802
C 1.253 -3.426 0.383
C 1.398 -4.444 1.298
C 0.943 -5.710 0.955
C 0.308 -5.900 -0.259
C 0.200 -4.868 -1.171
C 0.700 -3.599 -0.886
C 0.679 -2.457 -1.819
H 1.839 -4.256 2.263
H 1.062 -6.528 1.647
H -0.096 -6.870 -0.505
H -0.283 -5.037 -2.121
H 0.086 -2.724 -2.695
H 1.706 -2.321 -2.182
```

***

# C26H44BrCl2N7O4PSTi

A molecular structure, C26H44BrCl2N7O4PSTi (ωB97M-V with the def2-TZVPD basis set, the Open Molecules 2025 dataset).

Properties
E_tot = -6783.74557 a.u.
Kohn-Sham gap = 7.33 eV
Highest occupied orbital energy = -0.55486 Ha
Energy above the lowest of the compared OMol25 structures with the same formula, charge and spin = 285.5 kcal per mole
Charge = +3

Structure (XYZ):
```
87
C26H44BrCl2N7O4PSTi | the Open Molecules 2025 dataset | ωB97M-V with the def2-TZVPD basis set
Ti 0.436 0.158 -1.336
Cl -2.034 0.139 2.815
C -3.125 0.599 1.420
C -4.064 1.583 1.623
C -4.894 1.942 0.567
C -4.767 1.308 -0.656
C -3.789 0.340 -0.837
Cl -3.617 -0.418 -2.380
C -2.926 -0.026 0.192
S -1.672 -1.223 -0.216
H -4.164 2.064 2.587
H -5.641 2.712 0.701
H -5.418 1.561 -1.481
O 2.717 4.738 -4.814
C 2.233 3.744 -4.095
C 3.012 2.746 -3.496
C 2.381 1.782 -2.759
N 1.035 1.735 -2.581
C 0.301 2.684 -3.195
Br -1.570 2.552 -3.078
C 0.842 3.695 -3.941
H 3.681 4.718 -4.892
H 4.089 2.732 -3.597
H 2.959 1.016 -2.255
H 0.220 4.439 -4.418
C 5.216 1.564 0.147
N 4.137 0.593 -0.063
C 4.609 -0.683 -0.583
P 2.805 0.800 0.944
O 1.703 0.031 -0.196
N -0.556 0.588 2.420
C -0.436 2.048 2.365
C -2.553 0.648 4.374
N 2.728 -0.355 2.122
C 2.713 0.096 3.511
C 2.848 -1.795 1.967
H 5.711 1.773 -0.803
H 5.968 1.193 0.848
H 4.810 2.497 0.539
H 5.239 -0.503 -1.457
H 3.769 -1.304 -0.893
H 5.206 -1.237 0.148
H 0.607 2.236 2.114
H -0.640 2.527 3.327
H -1.058 2.504 1.584
H -0.996 -1.206 0.949
H -0.658 1.236 -0.764
H -2.994 1.637 4.363
H 2.603 1.180 3.555
H 3.642 -0.174 4.017
H 1.874 -0.357 4.046
H 2.720 -2.084 0.926
H 2.072 -2.292 2.556
H 3.817 -2.163 2.315
C -0.841 -0.643 -5.012
N -0.175 -1.909 -4.727
C -0.260 -2.948 -5.765
C 0.900 -3.910 -5.632
C 0.936 -4.451 -4.220
N 0.895 -3.349 -3.246
C 1.465 -3.657 -1.940
C 0.362 -2.164 -3.539
O 0.366 -1.234 -2.635
H -0.465 0.142 -4.366
H -1.922 -0.730 -4.881
H -0.637 -0.369 -6.045
H -0.240 -2.443 -6.728
H -1.218 -3.467 -5.679
H 1.836 -3.398 -5.863
H 0.788 -4.729 -6.339
H 1.854 -5.008 -4.038
H 0.096 -5.123 -4.029
H 2.549 -3.758 -2.019
H 1.053 -4.603 -1.590
H 1.231 -2.883 -1.217
C -3.872 1.715 6.878
N -4.083 0.262 6.939
C -4.550 -0.244 8.245
C -3.955 -0.573 5.960
O -3.440 -0.398 4.794
H -2.892 1.977 7.273
H -4.638 2.180 7.493
H -3.995 2.076 5.864
H -5.486 0.244 8.505
H -3.794 -0.012 8.992
H -4.690 -1.321 8.202
H -4.308 -1.587 6.112
```

***

# C21H48O11P2

3 unconnected molecules or ions with the total composition C21H48O11P2 in a non-equilibrium geometry (ωB97M-V with the def2-TZVPD basis set, the Open Molecules 2025 dataset).

Properties
E_tot = -2339.28112 a.u.
Kohn-Sham gap = 9.26 eV
Highest occupied orbital energy = -0.35600 Ha
SMILES string = CCOP(=O)(OCC)OCC.CCOP(=O)(OCC)OCC.COCCCCCCCOC=O

Structure (XYZ):
```
82
C21H48O11P2 | the Open Molecules 2025 dataset | ωB97M-V with the def2-TZVPD basis set
C -0.734 -0.837 1.162
C -0.424 -0.059 -0.103
O -1.264 -0.458 -1.178
P -2.827 0.063 -1.215
O -2.647 1.553 -1.254
O -3.169 -0.220 -2.793
C -3.578 0.835 -3.659
C -2.388 1.416 -4.394
O -3.408 -1.481 -0.907
C -4.127 -1.747 0.301
C -5.018 -0.603 0.741
H -1.712 -0.547 1.562
H 0.013 -0.644 1.933
H -0.763 -1.909 0.962
H -0.508 1.017 0.075
H 0.602 -0.261 -0.413
H -4.125 1.603 -3.110
H -4.277 0.406 -4.380
H -1.586 1.711 -3.715
H -2.685 2.288 -4.981
H -1.965 0.670 -5.071
H -3.422 -2.013 1.093
H -4.741 -2.630 0.113
H -4.423 0.275 1.021
H -5.612 -0.893 1.608
H -5.691 -0.303 -0.064
C 2.794 -2.728 7.511
C 1.638 -1.926 6.942
O 0.899 -2.678 5.989
P -0.145 -3.842 6.509
O -1.096 -3.040 7.349
O -1.049 -4.018 5.153
C -2.456 -3.796 5.169
C -2.781 -2.373 4.761
O 0.830 -5.067 5.906
C 1.424 -6.013 6.801
C 0.534 -6.387 7.967
H 2.425 -3.537 8.150
H 3.447 -2.096 8.116
H 3.384 -3.180 6.712
H 0.984 -1.569 7.742
H 2.026 -1.050 6.420
H -2.881 -4.041 6.143
H -2.898 -4.489 4.449
H -2.228 -1.644 5.354
H -3.849 -2.173 4.871
H -2.499 -2.206 3.718
H 2.383 -5.625 7.155
H 1.643 -6.906 6.213
H 0.365 -5.527 8.627
H 0.993 -7.178 8.561
H -0.442 -6.730 7.616
C 0.377 4.894 -3.332
O 0.209 5.565 -4.581
C 0.265 4.651 -5.675
C 1.762 4.350 -6.016
C 2.021 3.052 -6.837
C 1.623 1.718 -6.140
C 2.291 1.467 -4.754
C 3.798 1.878 -4.642
C 3.987 2.772 -3.380
O 5.057 3.730 -3.538
C 4.666 5.006 -3.295
O 5.447 5.837 -3.024
H 0.814 3.887 -3.481
H 1.122 5.464 -2.744
H -0.572 4.794 -2.780
H -0.341 3.739 -5.517
H -0.185 5.192 -6.528
H 2.097 5.195 -6.647
H 2.380 4.399 -5.101
H 1.430 3.103 -7.774
H 3.079 3.029 -7.147
H 1.743 0.873 -6.838
H 0.532 1.785 -5.948
H 1.668 1.905 -3.953
H 2.249 0.376 -4.569
H 4.226 2.314 -5.555
H 4.377 0.958 -4.441
H 4.267 2.112 -2.538
H 3.052 3.268 -3.060
H 3.592 5.278 -3.402
```

***

# C17H24BrCl2FINO4Sn

A molecular structure, C17H24BrCl2FINO4Sn in a non-equilibrium geometry (ωB97M-V with the def2-TZVPD basis set, the Open Molecules 2025 dataset).

Properties
E_tot = -5122.84674 a.u.
Kohn-Sham gap = 3.20 eV
Highest occupied orbital energy = -0.49731 Ha
Energy above the lowest of the compared OMol25 structures with the same formula, charge and spin = 291.3 kcal per mole
Charge = +2

Structure (XYZ):
```
52
C17H24BrCl2FINO4Sn | the Open Molecules 2025 dataset | ωB97M-V with the def2-TZVPD basis set
C 0.145 5.049 -0.775
C 1.376 4.648 -0.184
C 2.636 3.748 0.416
C 2.797 2.297 -0.400
C 3.311 1.216 0.719
C 3.507 -0.331 0.109
F 4.539 -0.207 -0.943
I 4.384 -1.493 1.742
O 2.179 -0.749 -0.341
C 2.143 -2.069 -0.957
Cl 2.446 -1.766 -2.802
C 0.727 -2.900 -0.805
O 0.513 -3.452 -2.196
Cl 0.923 -4.509 0.175
O -0.461 -2.152 -0.545
C -0.738 -1.579 0.712
C 0.242 -1.748 1.983
C 1.039 -2.132 3.104
C -2.249 -2.105 1.204
C -3.395 -2.005 0.045
C -4.453 -0.755 0.347
Br -4.531 -3.689 0.252
C -0.939 0.069 0.492
C -1.261 0.485 -1.059
O -0.070 0.511 -1.949
C -1.789 2.072 -1.013
N -3.294 2.203 -1.102
H -0.937 5.222 -1.236
H 2.479 3.551 1.583
H 3.615 4.392 0.272
H 3.602 2.454 -1.244
H 1.759 2.019 -0.862
H 4.389 1.538 1.081
H 2.630 1.164 1.694
H 2.995 -2.810 -0.641
H 0.903 -4.375 -2.237
H 1.759 -2.083 4.055
H -2.577 -1.551 2.209
H -2.113 -3.238 1.509
H -3.012 -2.037 -1.059
H -4.124 -0.228 1.339
H -5.539 -1.203 0.564
H -4.584 -0.037 -0.568
H 0.057 0.601 0.878
H -1.852 0.411 1.152
H -2.128 -0.112 -1.570
H -0.294 0.166 -2.866
H -1.354 2.587 -1.995
H -1.315 2.572 -0.055
H -3.451 3.092 -1.666
H -3.593 2.468 -0.115
Sn 2.961 -3.217 3.550
```

***

> Which formula does entry 6 have?

C17H24BrCl2FINO4Sn